# 1
68
Properties=species:S:1:pos:R:3 method="wB97M-V/def2-TZVPD" s2=6.010 lumo_energy_ev="0.39 / -1.87" gap_ev="8.2 / 7.2" multiplicity=5 homo_ev="-7.828 / -9.115"
Ir 0.38107 -0.00808 0.27108
O 2.51444 -0.42241 1.51358
P 2.32460 -1.89571 0.80994
O 3.47853 -2.76968 0.99360
O 1.82423 -1.48521 -0.57173
O 0.99679 -2.49571 1.55737
P 0.20793 -1.79642 2.79526
O 1.43590 -1.44806 3.80849
O -0.74806 -2.73097 3.38944
O -0.26482 -0.43268 2.29411
H 2.57607 -0.50761 2.48712
H 1.58623 -2.19991 4.40200
C -1.91279 2.49002 1.82774
Si -1.51037 3.04683 0.07690
C -1.39238 4.93840 0.05993
C -2.84709 2.55508 -1.16874
C 0.12605 2.27045 -0.48469
C 0.16741 1.83711 -1.88499
C 0.12850 2.63015 -3.03369
C 0.29172 2.02864 -4.26731
C 0.49098 0.65294 -4.35229
C 0.48618 -0.07696 -3.17988
N 0.30356 0.50849 -1.99977
Si 1.80521 2.91116 0.12539
C 1.86791 2.82897 2.00922
C 3.14353 1.88335 -0.72790
C 2.04720 4.71410 -0.41716
H -2.94319 2.73112 2.09752
H -1.25530 2.98083 2.54911
H -1.77616 1.41356 1.93645
H -2.38280 5.37960 0.19357
H -0.98169 5.32042 -0.87726
H -0.75772 5.29582 0.87401
H -3.82200 2.96935 -0.90297
H -2.92883 1.46907 -1.19449
H -2.60067 2.90113 -2.17491
H -0.01127 3.69943 -2.94045
H 0.27834 2.62851 -5.16861
H 0.65041 0.16303 -5.30183
H 0.63874 -1.14973 -3.16696
H 1.26241 2.00253 2.38685
H 1.50246 3.75077 2.46615
H 2.89447 2.67306 2.34783
H 2.89429 0.82010 -0.70893
H 4.11063 1.99375 -0.23463
H 3.25682 2.17862 -1.77343
H 1.44234 5.39530 0.18411
H 1.77683 4.85880 -1.46575
H 3.09343 5.00868 -0.30366
O -1.88424 -0.41730 -0.11277
C -2.45313 -1.46911 0.19803
C -3.94862 -1.55067 0.21900
C -4.27573 -1.86699 -1.26619
C -3.50471 -3.04090 -1.91258
C -2.00066 -2.80888 -2.19280
C -1.08818 -3.04460 -0.96808
N -1.82393 -2.66214 0.24331
H -4.40618 -0.60909 0.51506
H -4.29353 -2.35567 0.86822
H -4.08469 -0.96712 -1.85626
H -5.34360 -2.07993 -1.33680
H -3.98379 -3.22418 -2.87589
H -3.63741 -3.95101 -1.31814
H -1.87010 -1.78204 -2.54603
H -1.67969 -3.47037 -2.99963
H -0.16263 -2.47599 -1.04407
H -0.82582 -4.09543 -0.86597
H -2.36208 -3.40592 0.65423



# 2
61
Properties=species:S:1:pos:R:3 method="wB97M-V/def2-TZVPD" relative_energy_kcal_mol=0.00 lumo_energy_ev=-3.08 gap_ev=7.8 total_charge=+1 homo_ev=-10.859
C -4.14387 -1.20585 5.27641
C -4.25723 0.09343 4.39652
C -3.12370 0.26701 3.31364
O -2.43720 -0.97715 2.97485
P -1.10358 -0.74482 2.02919
C -1.11196 0.94356 1.27784
C -1.93890 1.08147 0.07191
C -2.01475 2.39864 -0.56043
C -1.27472 3.48109 0.06367
C -0.43176 3.33530 1.25326
C -0.35504 2.03218 1.88448
H -3.83053 -2.10080 4.68059
H -3.41687 -1.07141 6.12550
H -5.15995 -1.42322 5.70881
H -5.23533 0.06247 3.84060
H -4.24367 1.01298 5.04417
H -3.58600 0.75371 2.41119
H -2.35945 0.97304 3.74935
H 0.11672 -0.85462 2.74779
H -1.04820 -1.64377 0.92499
H -2.47845 0.19728 -0.33911
H -2.65293 2.50956 -1.46426
H -1.33863 4.50404 -0.38011
H 0.11495 4.21008 1.67916
H 0.24727 1.80404 2.79258
C -1.49286 7.61165 -0.69514
O -1.42481 6.49832 -0.19472
N -2.63603 8.25067 -1.01241
C -2.64010 9.57514 -1.60527
C -3.90394 7.59202 -0.75223
H -0.58997 8.19573 -0.93164
H -3.18220 10.25996 -0.95002
H -3.13777 9.53222 -2.57622
H -1.62369 9.94247 -1.74186
H -3.98469 7.37439 0.31441
H -3.94063 6.65033 -1.30347
H -4.73179 8.22830 -1.05963
C 0.91350 -2.38779 -1.26936
O 1.66699 -1.89244 -0.44541
N 0.98183 -3.65160 -1.73104
C 0.04546 -4.16426 -2.71214
C 2.03037 -4.53074 -1.22845
H 0.08473 -1.80899 -1.71530
H -0.48527 -5.02013 -2.28913
H 0.59467 -4.48194 -3.60079
H -0.67870 -3.40022 -2.99536
H 1.92913 -4.62608 -0.14625
H 3.00185 -4.09431 -1.44864
H 1.95696 -5.51321 -1.69137
C 5.41299 -6.17815 -1.13446
O 4.79823 -5.19599 -0.75570
N 6.41559 -6.16672 -2.04074
C 7.10395 -7.37755 -2.44471
C 6.81539 -4.90010 -2.62791
H 5.18787 -7.18660 -0.75057
H 8.16610 -7.28276 -2.20889
H 6.98295 -7.51777 -3.52114
H 6.69987 -8.24561 -1.92483
H 7.13760 -4.22146 -1.83598
H 5.96086 -4.45485 -3.14114
H 7.62936 -5.05020 -3.33506



# 3
62
Properties=species:S:1:pos:R:3 method="wB97M-V/def2-TZVPD" lumo_energy_ev=4.08 gap_ev=4.9 total_charge=-2 homo_ev=-0.790
Ag 2.38107 1.14526 -1.29294
N 4.65029 0.00198 -1.78417
H 5.52102 0.47572 -1.58407
H 4.33424 0.25935 -2.72077
H 4.79982 -0.99939 -1.77230
C 0.28258 -2.10118 3.93713
C 0.60820 -0.60629 4.02657
C 1.00656 -0.03063 2.66294
C 0.24920 -0.73686 1.53999
C 0.74145 -2.19126 1.46043
C 1.11605 -2.75415 2.84103
P 0.43637 0.15686 -0.08018
C -0.39177 -0.90027 -1.34611
C -1.78722 -1.44228 -1.01262
C -2.12861 -2.67467 -1.85495
C -1.57149 -2.51059 -3.26310
C -0.03789 -2.52022 -3.22738
C 0.50579 -2.01153 -1.88532
C -0.71287 1.60010 0.03343
C -2.10212 1.39384 0.67473
C -2.22049 2.09355 2.02316
C -2.08293 3.61100 1.86462
C -1.09418 3.95508 0.74464
C -0.03984 2.87088 0.58702
H -0.77660 -2.23936 3.69842
H 0.44475 -2.58562 4.90505
H 1.42049 -0.44412 4.74147
H -0.25992 -0.06416 4.41426
H 2.07842 -0.15761 2.48535
H 0.82827 1.04086 2.64852
H -0.81776 -0.74084 1.80347
H 1.60757 -2.24608 0.79298
H -0.03768 -2.80788 1.00344
H 2.17587 -2.57357 3.04507
H 0.98607 -3.84091 2.84793
H -0.47622 -0.16309 -2.16150
H -2.51971 -0.65665 -1.21519
H -1.88010 -1.69599 0.05189
H -3.21333 -2.82074 -1.86360
H -1.69931 -3.57551 -1.40183
H -1.92479 -1.56069 -3.67210
H -1.94041 -3.29654 -3.92848
H 0.35105 -1.87773 -4.02035
H 0.33799 -3.53476 -3.40206
H 1.51403 -1.61854 -2.04030
H 0.57509 -2.83651 -1.16597
H -0.86587 1.81355 -1.03474
H -2.35360 0.33721 0.79213
H -2.85487 1.80352 -0.00760
H -1.43277 1.71700 2.68477
H -3.16952 1.84189 2.50828
H -1.74670 4.04803 2.81200
H -3.06265 4.04902 1.65045
H -0.61896 4.92114 0.93337
H -1.60674 4.05116 -0.21423
H 0.46332 2.70320 1.54158
H 0.72459 3.19857 -0.12166
Se 2.77384 3.56710 -2.07086
Sb 1.40767 2.80441 -4.03861
Se 2.04147 0.38777 -4.09544
Se -0.99234 2.89298 -3.47403
Se 2.05616 4.07523 -6.00368



# 4
73
Properties=species:S:1:pos:R:3 method="wB97M-V/def2-TZVPD" relative_energy_kcal_mol=172.08 lumo_energy_ev=-6.56 gap_ev=5.9 total_charge=+1 homo_ev=-12.451
Ag 0.34476 0.35180 -0.76756
C -4.31618 3.75608 -4.15597
O -5.05982 4.05606 -2.99585
C -4.62468 3.85002 -1.69502
O -3.59051 3.30725 -1.46641
O -5.58091 4.16782 -0.73313
C -5.18532 3.84359 0.57952
H -5.09063 3.78548 -4.92243
H -3.88564 2.78615 -3.90706
H -3.66601 4.56045 -4.50004
H -5.96804 3.84568 1.33811
H -4.47078 4.58793 0.93094
H -4.71132 2.86216 0.56485
C 5.95094 -0.54912 5.80102
O 5.12234 -0.78588 4.73220
C 3.77850 -1.13514 4.78283
O 3.08123 -1.43150 3.82508
O 3.28213 -0.93582 5.99475
C 1.92817 -1.38819 6.31531
H 6.21132 -1.56714 6.09074
H 5.39432 -0.14847 6.64822
H 6.84581 -0.00131 5.50570
H 1.13260 -1.00826 5.67436
H 1.58426 -1.18965 7.33040
H 1.94770 -2.46671 6.15879
C 6.67630 2.74780 -2.72716
O 6.17501 2.90151 -4.08380
C 5.24269 2.09789 -4.53447
O 4.75753 1.16347 -3.95587
O 4.79042 2.62102 -5.65766
C 3.77436 1.90268 -6.37897
H 7.27158 3.64575 -2.56154
H 7.38879 1.92361 -2.69290
H 5.88283 2.63219 -1.98883
H 3.50338 2.35298 -7.33390
H 2.88704 1.68985 -5.78276
H 4.16538 0.92706 -6.66770
C 1.84960 6.62274 0.06962
O 2.05317 6.79155 1.47753
C 2.22987 5.61425 2.17775
O 2.04810 4.48047 1.78151
O 2.41051 5.99759 3.45722
C 2.54980 5.00422 4.48508
H 1.16311 5.80087 -0.13376
H 2.76334 6.64450 -0.52427
H 1.23722 7.46883 -0.24216
H 3.37446 4.32955 4.71500
H 1.66723 4.36601 4.44194
H 2.58930 5.55896 5.42253
C 0.35559 -5.29674 -4.35919
O -1.04059 -5.61216 -4.53322
C -1.89860 -4.61965 -4.35449
O -1.62847 -3.45320 -4.13760
O -3.14769 -4.94360 -4.53758
C -3.49441 -6.26080 -4.85938
H 0.70838 -5.17587 -3.33497
H 0.58119 -4.43825 -4.99180
H 0.87548 -6.15886 -4.77702
H -3.22059 -6.99029 -4.09717
H -3.38476 -6.61086 -5.88580
H -4.57723 -6.25164 -4.73482
C -6.26473 -4.30708 1.68282
O -5.42546 -5.07815 2.53669
C -4.19801 -4.53508 2.76179
O -3.72039 -3.52011 2.25559
O -3.50737 -5.41775 3.66200
C -3.96989 -6.63438 4.19162
H -7.16837 -4.87702 1.46674
H -5.83447 -4.00045 0.72944
H -6.59404 -3.35108 2.08991
H -3.13172 -7.21879 4.57114
H -4.71393 -7.20397 3.63478
H -4.50518 -6.48284 5.12896



| no. | E_tot (eV) |
| --- | --- |
| 1 | -75772.6305 |
| 2 | -41175.1535 |
| 3 | -301956.4303 |
| 4 | -60091.8991 |